# 1
Density functional theory data (ωB97M-V/def2-TZVPD) for a structure of composition C40H45ClNO3PRhS2Si2Te.

```
! wB97M-V def2-TZVPD RIJCOSX def2/J DEFGRID3
* xyz 1 5
Rh -0.264 -0.072 0.054
S 0.873 1.593 1.603
C 0.469 2.657 0.336
N -0.179 2.169 -0.699
C -0.158 3.049 -1.754
C -0.677 2.802 -3.033
C -0.501 3.758 -4.001
C 0.175 4.964 -3.720
C 0.670 5.234 -2.464
C 0.496 4.265 -1.475
S 1.078 4.264 0.149
H -1.179 1.863 -3.239
H -0.879 3.586 -5.002
H 0.318 5.688 -4.513
H 1.199 6.155 -2.254
Cl -0.865 -1.283 -2.232
C 0.129 -2.725 -2.178
C 0.329 -3.388 -3.376
C 1.057 -4.565 -3.384
C 1.571 -5.080 -2.202
C 1.359 -4.405 -1.009
C 0.648 -3.204 -0.979
P 0.418 -2.323 0.601
C 2.070 -2.046 1.316
C 2.116 -1.427 2.569
C 3.328 -1.053 3.131
C 4.509 -1.277 2.435
C 4.471 -1.880 1.187
C 3.259 -2.261 0.624
C -0.351 -3.617 1.631
C 0.145 -4.024 2.868
C -0.542 -4.975 3.618
C -1.727 -5.520 3.145
C -2.226 -5.121 1.910
C -1.545 -4.174 1.161
H -0.088 -2.989 -4.292
H 1.211 -5.088 -4.319
H 2.136 -6.004 -2.210
H 1.753 -4.805 -0.080
H 1.193 -1.227 3.105
H 3.351 -0.578 4.104
H 5.457 -0.972 2.862
H 5.389 -2.043 0.636
H 3.244 -2.695 -0.366
H 1.080 -3.627 3.241
H -0.140 -5.295 4.573
H -2.252 -6.268 3.728
H -3.146 -5.551 1.530
H -1.932 -3.878 0.191
O 4.023 3.127 -1.499
C 3.747 2.312 -2.535
C 4.148 2.717 -3.809
C 3.925 1.899 -4.899
C 3.280 0.670 -4.750
C 2.848 0.287 -3.496
C 3.068 1.095 -2.378
C 2.519 0.686 -1.046
O 2.845 1.335 -0.017
O 1.668 -0.269 -1.046
H 3.737 2.649 -0.695
H 4.655 3.671 -3.905
H 4.263 2.217 -5.879
H 3.123 0.025 -5.607
H 2.325 -0.651 -3.352
C -0.156 -1.396 5.694
Si -2.007 -1.207 5.559
C -2.926 -2.303 6.743
C -2.482 0.582 5.797
C -2.502 -1.755 3.807
Te -2.021 -0.301 2.307
C -3.357 -1.210 0.876
Si -4.780 -0.039 0.385
C -3.974 1.500 -0.316
C -5.800 -0.871 -0.926
C -5.743 0.346 1.934
H 0.161 -1.410 6.743
H 0.357 -0.557 5.208
H 0.183 -2.327 5.227
H -2.658 -2.073 7.780
H -2.698 -3.360 6.565
H -4.008 -2.169 6.639
H -2.238 0.920 6.811
H -3.557 0.733 5.646
H -1.949 1.233 5.100
H -3.585 -1.881 3.710
H -2.012 -2.691 3.529
H -3.720 -2.121 1.356
H -2.765 -1.492 0.002
H -2.981 1.257 -0.708
H -3.848 2.281 0.439
H -4.546 1.923 -1.148
H -5.191 -1.075 -1.814
H -6.631 -0.223 -1.231
H -6.225 -1.819 -0.579
H -5.070 0.722 2.707
H -6.248 -0.546 2.320
H -6.506 1.110 1.758
*
```

For the highest occupied orbital energy (alpha / beta), the calculation gives -9.86 / -10.31 eV. As for the total energy: -4387.06244 Eh. Its largest force on an atom is 0.73 eV/Å.

Löwdin atomic charge list, values in e, 6 entries: 0.46, 0.80, -1.05, -0.03, -0.30, -0.01

# 2
Density functional theory data (ωB97M-V/def2-TZVPD) for a cluster of 3 separate species, C4H14O2S2 in total at a distorted geometry.

```
! wB97M-V def2-TZVPD RIJCOSX def2/J DEFGRID3
* xyz 0 1
C -1.988 -0.426 0.256
C -1.561 -0.467 1.720
C -1.353 0.678 -0.573
S 0.505 0.468 -0.752
S 1.225 2.239 -0.047
C 0.285 2.855 1.355
H -1.971 -1.372 -0.282
H -3.026 -0.066 0.313
H -1.970 -1.365 2.177
H -0.482 -0.402 1.828
H -1.930 0.421 2.242
H -1.680 0.755 -1.608
H -1.453 1.628 -0.066
H 0.059 2.002 1.994
H 0.760 3.673 1.884
H -0.735 3.190 1.175
H 1.344 -5.238 1.498
H 1.864 -4.035 0.868
O 1.424 -4.291 1.691
H -0.785 -2.315 -3.544
H -0.402 -1.545 -2.274
O -0.074 -2.187 -2.909
*
```

For the highest occupied orbital energy, the calculation gives -7.94 eV. As for the total energy: -1107.61852 Eh. As for the SMILES: CCCSSC.O.O. For the energy above the lowest of the compared OMol25 structures with the same formula, charge and spin, the calculation gives 0.8615 eV. Its largest force on an atom is 2.10 eV/Å.

Löwdin atomic charge list, values in e, 6 entries: -0.32, -0.12, -0.50, 0.46, 0.42, -0.48

# 3
Density functional theory data (ωB97M-V/def2-TZVPD) for a structure of composition C28H17Br2I2N4O6Ti at a distorted geometry.

```
! wB97M-V def2-TZVPD RIJCOSX def2/J DEFGRID3
* xyz -1 3
Ti 0.134 -0.122 -0.029
I -0.585 3.850 6.241
C -0.118 2.528 4.661
C -0.562 1.218 4.706
C -0.200 0.376 3.676
I -0.816 -1.634 3.559
C 0.574 0.793 2.585
O 0.891 -0.031 1.634
C 0.979 2.148 2.570
C 1.716 2.597 1.342
N 0.888 2.358 0.163
C -0.238 3.278 0.009
C -1.560 2.565 0.174
C -2.707 3.018 -0.459
C -3.917 2.398 -0.184
C -3.933 1.390 0.778
C -2.740 0.992 1.341
N -1.552 1.524 1.019
C 0.633 2.999 3.596
H -1.192 0.869 5.511
H 2.625 1.991 1.232
H 2.005 3.659 1.439
H 1.470 2.414 -0.666
H -0.216 3.760 -0.974
H -0.196 4.071 0.775
H -2.652 3.848 -1.149
H -4.825 2.693 -0.690
H -4.857 0.922 1.078
H -2.723 0.195 2.074
H 0.939 4.037 3.562
O -3.187 -1.830 -4.516
C -2.580 -1.345 -3.579
C -2.821 -1.682 -2.105
O -3.652 -2.475 -1.671
C -1.846 -0.896 -1.393
C -1.056 -0.135 -2.279
O -0.127 0.603 -1.729
C -1.462 -0.335 -3.657
O -1.004 0.180 -4.682
O -1.565 -0.777 -0.114
Br 6.832 -0.271 -0.501
C 4.939 -0.361 -0.706
C 4.290 0.643 -1.454
C 2.911 0.606 -1.473
N 2.173 -0.296 -0.846
C 2.816 -1.369 -0.270
C 4.229 -1.379 -0.144
C 1.967 -2.429 0.131
C 2.438 -3.702 0.536
C 1.531 -4.661 0.886
Br 2.134 -6.381 1.414
C 0.154 -4.399 0.826
C -0.230 -3.151 0.381
N 0.614 -2.177 0.049
H 4.845 1.406 -1.976
H 2.369 1.344 -2.054
H 4.720 -2.167 0.403
H 3.496 -3.916 0.532
H -0.579 -5.132 1.116
H -1.287 -2.931 0.288
*
```

For the highest occupied orbital energy (alpha / beta), the calculation gives -3.14 / -5.63 eV. As for the total energy: -8340.74452 Eh. Its largest force on an atom is 4.99 eV/Å.

Löwdin atomic charge list, values in e, 6 entries: 0.96, 0.78, -0.72, -0.22, -0.60, 1.03

# 4
Density functional theory data (ωB97M-V/def2-TZVPD) for an isolated molecule of C6H12N2 at a distorted geometry.

```
! wB97M-V def2-TZVPD RIJCOSX def2/J DEFGRID3
* xyz 0 1
C 0.073 -1.915 -0.242
C -0.358 -0.678 0.092
C 1.373 -2.433 0.141
C 1.213 1.229 -0.741
C -2.200 0.911 -0.212
C 0.566 0.439 0.452
N -2.578 -1.302 0.325
N -1.708 -0.415 0.014
H 2.000 -2.324 -0.797
H 1.825 -1.880 0.976
H 1.444 -3.514 0.455
H 0.532 1.204 -1.432
H 2.011 0.563 -1.149
H 1.499 2.147 -0.436
H -2.173 1.386 0.849
H -1.570 1.433 -0.890
H -3.251 0.873 -0.533
H 0.041 1.089 1.136
H 1.322 -0.089 1.107
H -3.533 -0.982 0.400
*
```

For the highest occupied orbital energy (alpha / beta), the calculation gives -8.17 / -6.55 eV. As for the total energy: -345.10178 Eh. For the energy above the lowest of the compared OMol25 structures with the same formula, charge and spin, the calculation gives 6.1521 eV. Its largest force on an atom is 6.55 eV/Å.

Löwdin atomic charge list, values in e, 6 entries: 0.01, -0.32, -0.15, -0.03, -0.03, -0.18

# 5
Density functional theory data (ωB97M-V/def2-TZVPD) for a structure of composition C21H54BI2O6 at a distorted geometry.

```
! wB97M-V def2-TZVPD RIJCOSX def2/J DEFGRID3
* xyz -1 1
B -1.057 -2.453 -2.877
C -1.966 -1.119 -3.238
I -1.054 0.605 -4.256
C -3.339 -1.067 -2.896
C -4.073 -2.293 -2.190
I -4.504 0.753 -3.332
H -1.520 -3.403 -3.454
H 0.107 -2.295 -3.075
H -1.224 -2.636 -1.707
H -5.193 -2.187 -2.385
H -3.925 -2.275 -1.066
H -3.773 -3.289 -2.654
C -0.457 -0.213 2.045
C 0.254 -1.322 1.283
C 1.712 -0.971 1.027
O -0.405 -1.543 0.041
H -0.450 0.719 1.471
H -1.505 -0.474 2.212
H 0.017 -0.031 3.014
H 0.195 -2.254 1.852
H 1.794 -0.065 0.419
H 2.206 -1.771 0.470
H 2.251 -0.813 1.965
H -0.360 -0.726 -0.472
C 3.632 3.489 -5.700
C 3.490 2.112 -5.070
C 2.685 1.178 -5.958
O 2.845 2.234 -3.805
H 2.653 3.952 -5.846
H 4.203 4.154 -5.045
H 4.140 3.430 -6.667
H 4.481 1.686 -4.890
H 1.673 1.563 -6.113
H 2.581 0.197 -5.489
H 3.163 1.050 -6.934
H 1.967 2.610 -3.954
C 0.262 -3.395 6.066
C 0.976 -3.897 4.821
C 1.397 -5.350 4.972
O 2.129 -3.091 4.577
H 0.920 -3.447 6.941
H -0.025 -2.347 5.948
H -0.636 -3.983 6.269
H 0.318 -3.793 3.954
H 2.094 -5.469 5.809
H 1.918 -5.693 4.075
H 0.533 -5.996 5.144
H 2.716 -3.176 5.338
C 1.063 6.534 -6.403
C -0.004 5.788 -5.616
C -0.979 6.750 -4.956
O 0.617 4.983 -4.616
H 1.650 7.183 -5.745
H 1.762 5.832 -6.862
H 0.616 7.147 -7.190
H -0.548 5.113 -6.282
H -0.462 7.406 -4.249
H -1.733 6.201 -4.386
H -1.486 7.370 -5.700
H 1.101 5.569 -4.020
C 2.338 3.837 1.359
C 1.400 4.124 0.196
C 1.808 3.351 -1.047
O 1.410 5.524 -0.089
H 3.362 4.140 1.117
H 2.040 4.408 2.242
H 2.339 2.775 1.612
H 0.378 3.858 0.475
H 2.814 3.636 -1.372
H 1.133 3.574 -1.876
H 1.794 2.274 -0.865
H 2.310 5.768 -0.337
C -4.668 -4.886 7.652
C -3.832 -5.544 6.565
C -4.127 -7.032 6.466
O -2.447 -5.351 6.848
H -4.445 -5.321 8.632
H -4.438 -3.820 7.720
H -5.736 -5.001 7.454
H -4.036 -5.064 5.605
H -3.886 -7.541 7.406
H -3.513 -7.494 5.690
H -5.179 -7.212 6.233
H -2.255 -5.771 7.696
*
```

For the highest occupied orbital energy, the calculation gives -4.32 eV. As for the total energy: -1904.15810 Eh. Its largest force on an atom is 3.50 eV/Å.

Löwdin atomic charge list, values in e, 6 entries: -0.53, -0.72, 0.61, -0.78, -0.18, 0.54

# 6
Density functional theory data (ωB97M-V/def2-TZVPD) for a cluster of 2 separate species, C5H14NO2 in total at a distorted geometry.

```
! wB97M-V def2-TZVPD RIJCOSX def2/J DEFGRID3
* xyz 1 1
C -0.953 0.121 2.142
C -0.106 0.115 0.895
C -1.057 0.009 -0.328
C -0.419 -0.448 -1.682
C 0.040 0.659 -2.567
O 0.288 1.751 -2.087
N 0.635 1.423 0.719
H -0.431 0.436 3.033
H -1.404 -0.875 2.306
H -1.896 0.656 2.046
H 0.641 -0.698 0.914
H -1.599 0.922 -0.589
H -1.822 -0.708 -0.033
H -1.108 -1.231 -2.025
H 0.386 -1.161 -1.468
H 0.201 0.509 -3.634
H 1.500 1.392 1.256
H 0.129 2.201 1.149
H 0.733 1.682 -0.299
H 1.766 -2.452 0.771
H 2.566 -2.409 -0.508
O 1.911 -1.893 -0.012
*
```

For the highest occupied orbital energy, the calculation gives -14.23 eV. As for the total energy: -403.89389 Eh. For the energy above the lowest of the compared OMol25 structures with the same formula, charge and spin, the calculation gives 1.2917 eV. Its largest force on an atom is 2.28 eV/Å.

Löwdin atomic charge list, values in e, 6 entries: -0.05, -0.33, -0.13, -0.13, -0.18, 0.03

# 7
Density functional theory data (ωB97M-V/def2-TZVPD) for a cluster of 3 separate species, C4H10N2O in total at a distorted geometry.

```
! wB97M-V def2-TZVPD RIJCOSX def2/J DEFGRID3
* xyz 0 1
C 2.639 -0.336 1.782
C 1.477 -2.574 1.513
C 0.653 0.995 -1.634
C -1.664 0.647 -1.092
N 1.867 -1.239 1.780
N -0.319 0.328 -1.117
O 3.168 0.697 1.889
H -4.162 2.795 -0.394
H 1.013 -2.772 0.558
H 2.281 -3.211 1.513
H 0.865 -2.856 2.324
H 0.336 1.814 -2.378
H -3.691 2.764 0.091
H 1.744 0.800 -1.368
H -2.324 -0.198 -1.490
H -2.005 0.841 -0.136
H -1.877 1.505 -1.843
*
```

For the highest occupied orbital energy, the calculation gives -9.11 eV. As for the total energy: -343.04918 Eh. As for the SMILES: CN=C=O.[H][H].C=NC. For the energy above the lowest of the compared OMol25 structures with the same formula, charge and spin, the calculation gives 4.1437 eV. Its largest force on an atom is 5.43 eV/Å.

Löwdin atomic charge list, values in e, 6 entries: -0.35, -0.09, -0.05, -0.21, 0.09, -0.14

# 8
Density functional theory data (ωB97M-V/def2-TZVPD) for a cluster of 2 separate species, C2H3NO2S in total at a distorted geometry.

```
! wB97M-V def2-TZVPD RIJCOSX def2/J DEFGRID3
* xyz 0 1
C -0.055 -0.815 1.150
C -2.632 -0.052 -0.064
N 0.428 0.577 -0.926
O -2.413 -0.699 -1.002
O -3.004 0.486 0.875
S 0.879 -0.915 -0.117
H 0.086 -1.766 1.739
H 0.688 1.308 -0.378
H 0.922 0.816 -1.852
*
```

For the highest occupied orbital energy, the calculation gives -9.22 eV. As for the total energy: -681.35274 Eh. For the energy above the lowest of the compared OMol25 structures with the same formula, charge and spin, the calculation gives 2.9003 eV. Its largest force on an atom is 4.22 eV/Å.

Löwdin atomic charge list, values in e, 6 entries: -0.41, -0.50, -0.29, 0.16, 0.20, 0.82